The following is a DFT calculation (wB97M-V/def2-TZVPD) of a cluster of 9 separate species, C51H106N6O19 in total at a distorted geometry.

CARTESIAN COORDINATES (ANGSTROEM)
H (-2.4732, 4.1555, 0.7639)
C (3.1159, 1.2583, 4.6848)
C (2.6525, -5.2318, -3.1902)
H (1.0773, 3.6388, -3.1025)
O (-0.9953, -6.4974, 1.3955)
C (-6.9832, 4.6381, -1.8274)
C (6.9504, 4.4364, -0.8630)
C (-0.3542, -2.7925, 2.4084)
C (2.1393, 8.6735, -3.0399)
H (-0.6102, 1.1299, 0.9288)
H (-1.6309, -3.3139, 5.8393)
H (-5.6776, -8.4512, 7.8824)
C (5.6808, -0.0902, 2.3190)
H (0.0976, -10.6443, -4.0739)
H (4.1710, 5.5688, -1.3009)
O (2.6055, 4.7354, -2.1246)
H (1.2042, -6.2846, -5.0646)
H (-3.2091, -7.5453, 4.9655)
O (-3.1209, 3.8567, -3.3275)
H (1.6496, 8.5446, -4.0051)
C (-5.7835, 5.0560, 0.2492)
H (2.8104, -1.9771, -0.6102)
H (3.5261, -3.4509, 0.2249)
H (1.7950, -4.6019, -3.4266)
C (-3.4114, -1.8648, 4.4089)
H (3.6079, 6.8153, -4.0600)
C (1.4754, -8.4370, -4.9761)
C (-3.1029, 2.8563, -1.0319)
H (6.3098, -0.1225, 3.2086)
C (4.1896, 0.0240, 2.9034)
H (3.4145, 1.8818, 5.5276)
O (-0.4819, -2.3370, -1.6586)
C (0.3453, 6.6804, 0.0291)
C (3.0154, -4.8647, -1.8031)
C (-0.3211, -6.8230, -0.7491)
H (2.5789, 7.6120, -0.2227)
H (-3.7743, 2.2381, -4.4457)
H (3.6936, 12.2324, -1.0480)
H (-0.7757, -0.6473, 2.4995)
H (-0.6140, -10.3708, -5.6497)
H (0.8829, -1.0517, 1.0204)
H (-3.2180, -3.4044, 6.7296)
C (1.5238, 5.5222, 1.8204)
H (0.4382, -6.2896, -1.3210)
C (-0.8395, -1.4704, 1.7878)
C (-1.6259, -2.3094, -3.7123)
H (-4.9768, 2.9482, -3.3277)
C (5.4985, 2.6094, -0.3797)
C (-4.0302, -2.4820, -3.8199)
H (-8.0184, 4.6885, -1.4897)
H (1.1275, 2.3123, 1.3694)
C (-0.3726, 0.4171, 0.1392)
H (1.5740, 7.0587, -2.4230)
N (-4.0401, -5.8224, 5.6466)
C (2.0185, 4.1418, -3.3243)
H (-1.5732, 4.0083, -1.8253)
C (0.3855, 4.7438, 2.0388)
C (2.8077, -3.0611, -0.4962)
H (5.1267, 2.7389, -1.3961)
H (-6.8351, 3.5871, -1.5797)
H (0.4367, 4.1144, 2.9150)
H (2.1756, -5.1791, -1.1834)
O (-1.5087, -6.0538, -0.8309)
H (-5.5329, -7.5625, 4.3006)
H (4.7270, 3.0094, 0.2782)
N (-0.0605, -0.9014, 0.6925)
O (2.0156, 1.1325, -0.1132)
H (0.7369, -5.7206, 0.6020)
H (1.7051, 4.8908, -4.0515)
C (0.7113, 0.9418, -0.7913)
H (-2.1664, -5.6251, 6.7529)
H (-5.4556, 2.9953, 0.0768)
H (0.2600, 7.3483, -0.8153)
H (-4.6044, 3.7349, 1.4106)
H (-4.0865, 4.6071, -1.2079)
H (2.7396, 0.3580, 5.1705)
C (1.2090, -2.0957, 4.1142)
H (2.8930, 10.5036, -3.9895)
H (7.1100, 4.1027, -1.8883)
H (-0.3527, -3.4553, 1.5430)
C (-2.9181, -2.6697, -1.7251)
H (2.4139, 5.3809, 2.4155)
H (-4.5601, 3.8707, -4.7194)
H (2.1565, -9.1125, -4.4584)
O (1.0017, -2.6268, 2.8133)
H (0.8465, -7.4265, 0.9173)
O (4.2332, 1.0616, 3.9170)
C (-4.1474, 3.1612, -4.0022)
H (4.8041, 11.9910, -2.4389)
C (1.9763, -6.9820, -4.7396)
H (3.9125, -0.9866, 3.2035)
C (-2.8021, -2.2169, -4.4113)
C (-1.7286, -2.4099, -2.3120)
O (0.1208, -8.6199, -4.5237)
H (5.9543, 1.9438, 2.0519)
H (-6.7706, 4.8731, 0.6738)
H (6.1881, 5.2153, -0.8784)
C (-6.5839, -8.3050, 7.2946)
H (2.9355, 2.3877, 1.1529)
H (-1.8787, -1.5789, 1.4774)
C (-3.9593, -7.3026, 5.7181)
H (-4.0383, -1.4301, 5.1874)
O (-2.8936, -5.2304, 0.8620)
C (-0.7452, 4.8284, 1.2506)
C (-2.2685, 3.2847, -2.2510)
H (4.6662, 0.6684, 0.1866)
H (2.8761, -6.8272, -5.3349)
H (3.4841, -5.0525, -3.8717)
H (3.0538, 12.4477, -2.6462)
H (-0.4950, -1.8965, -0.8058)
C (0.1473, -6.6364, 0.6437)
H (-2.4924, -1.3055, 4.2338)
H (2.6692, 3.3729, -3.7407)
C (-2.6485, -5.2486, 5.8508)
H (-4.4157, -5.5373, 4.7534)
O (6.6659, 3.3750, -0.0523)
H (-5.8269, -3.0782, -4.0956)
C (3.8075, 5.4508, -2.3217)
C (-4.1020, -2.7017, -2.4375)
O (2.5201, 7.3776, 0.7063)
H (-1.8483, -5.5362, 5.1688)
H (-1.3072, 0.4985, -0.4157)
N (-3.7038, 4.0656, -0.4460)
H (-2.7295, -1.8716, -5.4321)
C (3.5481, 6.7598, -2.9731)
C (-2.6441, -3.7154, 5.8567)
H (-5.0743, -2.8155, -1.9813)
H (2.3177, 1.7864, 4.1633)
H (-5.4772, 5.9052, 0.8601)
H (-3.5721, -7.7615, 6.6278)
H (6.2848, 0.7024, -0.5247)
O (-1.8606, 4.1100, 1.5017)
N (2.4694, 7.5089, -2.2975)
H (-1.0469, -3.2349, 3.1244)
O (-3.3244, -3.2785, 4.6356)
C (-0.7496, 5.8229, 0.2612)
H (2.8930, -7.2831, -3.0338)
H (-1.4799, -9.8648, -4.2409)
H (1.7833, -3.1692, -0.1397)
C (-4.8603, 3.8637, 0.3590)
H (0.9174, 0.1113, -1.4665)
H (3.3970, 0.1821, 2.1720)
H (-2.9976, -2.9174, -0.6769)
C (-1.8574, -5.8490, 0.4917)
O (-5.2161, -2.4665, -4.5131)
H (4.0852, 9.2944, -3.6926)
H (0.4538, 1.8926, -1.2581)
C (3.7836, 11.8751, -2.0739)
H (-5.1992, -8.9604, 5.3875)
O (3.3059, 10.4887, -1.9624)
H (3.9437, -5.3486, -1.4994)
O (-6.4678, -7.4904, 6.1238)
H (4.4865, 4.7870, -2.8568)
H (-6.8950, -9.2918, 6.9516)
O (3.1414, -3.4834, -1.7272)
H (0.9457, -2.7048, 4.9789)
H (-1.6202, 6.0702, -0.3281)
N (2.2146, -6.6148, -3.3703)
H (5.7956, -1.0316, 1.7816)
C (1.5307, 6.4537, 0.8168)
H (-6.9424, 5.0090, -2.8516)
H (2.2725, -1.8778, 4.2130)
H (-1.8425, 2.3863, -2.6977)
H (0.7735, -1.1001, 4.1995)
H (-3.8760, 2.0884, -1.0049)
C (-0.4769, -9.9293, -4.6627)
H (-0.3061, -7.8885, -0.9783)
C (5.6252, 1.1864, 0.1956)
H (-7.4533, -8.0448, 7.8983)
H (4.4437, 7.3032, -2.6717)
H (1.4277, 9.2221, -2.4229)
C (3.2097, 9.7688, -3.2494)
H (1.8172, 3.2158, 0.1241)
N (6.1328, 1.0708, 1.5765)
H (7.7654, 5.0323, -0.4522)
H (-0.6831, -2.0331, -4.1607)
C (1.9635, 2.2841, 0.6706)
C (-5.3198, -7.8791, 5.3216)
O (-5.9773, 5.4661, -1.1065)
H (-2.3568, 2.5475, -0.2996)
H (1.5511, -8.6851, -6.0348)
H (-3.8652, -1.8553, 3.4178)

Values from the calculation:
Orbital gap (eV): 7.98
ΔE to the lowest compared entry with this formula, charge and spin (kJ/mol): 437.0
Highest occupied orbital energy (eV): -7.46
Calculated total energy (a.u.): -3764.426780

These are the Mulliken partial charges, in e, on atoms 1 to 2: H 0.278; C -0.515